# 1
Below is a structure of composition C29H34N5O3SW, with properties calculated with ωB97M-V/def2-TZVPD.

Geometry (Å):
W1 0.008 0.852 -0.124
C1 -2.206 2.085 1.513
N1 -2.014 0.718 0.903
C2 -2.089 -0.322 2.019
C3 -0.776 -0.934 2.445
C4 0.180 0.081 3.018
N2 0.613 1.086 2.005
C5 1.567 1.859 2.413
C6 2.232 2.886 1.672
C7 3.334 3.565 2.206
C8 3.918 4.589 1.486
C9 3.390 4.963 0.250
C10 2.281 4.321 -0.286
C11 1.729 3.277 0.430
O1 0.627 2.629 -0.034
C12 -3.244 0.502 0.052
C13 -3.268 -0.799 -0.716
C14 -2.136 -0.964 -1.699
N3 -0.793 -0.982 -1.065
C15 -0.098 -2.046 -1.345
C16 1.296 -2.266 -1.125
C17 1.926 -3.397 -1.660
C18 3.281 -3.577 -1.477
C19 4.022 -2.648 -0.744
C20 3.418 -1.534 -0.179
C21 2.064 -1.364 -0.389
O2 1.401 -0.329 0.194
H1 -3.198 2.125 1.963
H2 -2.138 2.844 0.737
H3 -1.459 2.273 2.276
H4 -2.753 -1.113 1.688
H5 -2.566 0.177 2.863
H6 -0.329 -1.513 1.635
H7 -0.996 -1.678 3.213
H8 1.067 -0.407 3.421
H9 -0.305 0.623 3.835
H10 1.911 1.715 3.438
H11 3.719 3.288 3.180
H12 4.774 5.113 1.886
H13 3.846 5.777 -0.298
H14 1.850 4.626 -1.230
H15 -3.334 1.349 -0.622
H16 -4.088 0.543 0.743
H17 -4.204 -0.813 -1.280
H18 -3.310 -1.667 -0.057
H19 -2.139 -0.156 -2.431
H20 -2.269 -1.894 -2.249
H21 -0.610 -2.849 -1.870
H22 1.344 -4.118 -2.219
H23 3.774 -4.442 -1.899
H24 5.084 -2.801 -0.606
H25 3.981 -0.817 0.403
O3 -1.242 1.736 -1.376
N4 -0.823 2.460 -2.448
C22 -1.658 3.407 -2.926
C23 -1.292 4.109 -4.041
C24 -0.067 3.827 -4.650
C25 0.765 2.859 -4.125
C26 0.369 2.157 -2.990
S1 1.270 0.900 -2.220
H26 -2.580 3.542 -2.380
H27 -1.956 4.868 -4.429
H28 0.234 4.372 -5.535
H29 1.720 2.627 -4.576
C27 -2.336 -6.635 1.891
C28 -0.847 -6.301 1.765
C29 -0.622 -4.938 1.283
N5 -0.451 -3.865 0.902
H30 -2.443 -7.657 2.247
H31 -2.839 -6.556 0.929
H32 -2.829 -5.975 2.602
H33 -0.348 -6.979 1.071
H34 -0.337 -6.395 2.726

net charge	+3
orbital gap	6.674	eV
ΔE to the lowest compared entry with this formula, charge and spin	0.000	eV
energy	-56854.7026	eV
HOMO	-17.067	eV
spin multiplicity	1
LUMO level	-10.3926	eV

Löwdin population analysis, charges in e, atoms 1 to 5:
1. W 1.830
2. C -0.037
3. N -0.271
4. C -0.130
5. C -0.176

***

# 2
Below is a cluster of 2 separate species, C6H16NS in total, with properties calculated with ωB97M-V/def2-TZVPD.

Geometry (Å):
C1 -1.268 -1.562 -0.785
C2 -1.998 -0.591 -1.695
S1 -1.243 -0.607 -3.374
N1 -1.860 -1.379 0.663
H1 -0.174 -1.321 -0.691
H2 -1.415 -2.596 -1.026
H3 -1.924 0.440 -1.320
H4 -3.055 -0.874 -1.720
H5 -0.222 0.217 -3.061
H6 -1.421 -2.010 1.350
H7 -2.875 -1.536 0.679
H8 -1.688 -0.426 0.978
C3 0.159 0.773 1.579
C4 1.571 1.388 1.539
C5 2.434 0.660 0.505
C6 2.976 1.302 -0.574
H9 0.268 -0.323 1.648
H10 -0.527 1.107 2.379
H11 -0.324 0.965 0.603
H12 2.019 1.322 2.540
H13 1.540 2.451 1.264
H14 2.546 -0.446 0.581
H15 3.605 0.696 -1.232
H16 2.875 2.348 -0.833

net charge	+1
orbital gap	9.097	eV
ΔE to the lowest compared entry with this formula, charge and spin	1.434	eV
energy	-18799.2263	eV
HOMO	-12.665	eV
spin multiplicity	1
LUMO level	-3.5675	eV

natural (NBO) population analysis, charges in e, atoms 1 to 5:
1. C -0.212
2. C -0.562
3. S 0.037
4. N -0.701
5. H 0.244

***

# 3
Below is a cluster of 14 separate species, C38H99BClF2N4O16Si in total, with properties calculated with ωB97M-V/def2-TZVPD.

Geometry (Å):
C1 6.476 -1.057 3.103
C2 6.652 0.388 2.517
O1 5.660 1.265 3.124
C3 4.675 1.499 2.125
C4 3.407 2.265 2.695
C5 2.347 2.258 1.537
C6 0.897 2.682 2.018
C7 -0.154 2.910 0.886
N1 -1.078 1.813 0.527
C8 -0.619 0.481 0.623
N2 -1.182 -0.505 1.489
B1 -2.534 -0.939 0.968
O2 -2.927 -2.297 1.000
N3 -3.466 0.036 0.356
C9 -4.222 -0.727 -0.703
C10 -4.446 0.556 1.337
C11 -1.180 -0.177 2.898
F1 -1.634 1.084 3.230
F2 -2.131 -1.048 3.472
C12 0.195 -0.568 3.618
C13 0.102 -2.049 4.155
Si1 1.796 -2.820 4.687
C14 2.980 -1.343 4.991
C15 1.687 -3.825 6.292
C16 2.470 -3.818 3.191
C17 1.628 -4.387 2.143
C18 2.214 -5.113 1.008
C19 3.656 -5.245 0.950
C20 4.500 -4.710 1.998
C21 3.928 -3.992 3.120
N4 0.306 0.007 -0.175
Cl1 0.760 -1.645 -0.021
C22 0.999 0.762 -1.237
C23 1.217 -0.080 -2.562
C24 -0.119 -0.471 -3.273
O3 0.226 -1.236 -4.422
C25 -0.732 -2.263 -4.725
H1 6.747 -1.872 2.395
H2 5.406 -1.163 3.405
H3 7.088 -1.114 4.039
H4 7.686 0.796 2.594
H5 6.439 0.303 1.413
H6 4.282 0.502 1.757
H7 5.063 2.020 1.205
H8 3.745 3.312 2.884
H9 3.081 1.727 3.615
H10 2.650 2.898 0.665
H11 2.257 1.182 1.208
H12 1.044 3.678 2.523
H13 0.614 1.974 2.829
H14 -0.776 3.798 1.181
H15 0.410 3.256 -0.031
H16 -1.560 1.960 -0.365
H17 -3.649 -2.376 1.649
H18 -3.546 -1.334 -1.350
H19 -5.035 -1.339 -0.230
H20 -4.711 0.030 -1.378
H21 -5.037 1.370 0.833
H22 -3.947 1.023 2.219
H23 -5.190 -0.231 1.656
H24 1.087 -0.366 2.980
H25 0.251 0.086 4.532
H26 -0.335 -2.751 3.403
H27 -0.537 -2.094 5.078
H28 3.963 -1.752 5.335
H29 2.577 -0.656 5.781
H30 3.154 -0.765 4.047
H31 0.965 -3.344 7.008
H32 1.398 -4.886 6.103
H33 2.705 -3.789 6.771
H34 0.522 -4.304 2.154
H35 1.521 -5.525 0.242
H36 4.135 -5.784 0.108
H37 5.604 -4.835 1.969
H38 4.547 -3.560 3.934
H39 0.391 1.657 -1.533
H40 2.006 1.150 -0.960
H41 1.917 -0.936 -2.419
H42 1.749 0.630 -3.255
H43 -0.613 0.473 -3.656
H44 -0.870 -0.955 -2.597
H45 -0.135 -3.175 -5.058
H46 -1.355 -2.597 -3.862
H47 -1.333 -1.967 -5.626
C26 -8.036 -1.230 -1.687
O4 -7.122 -2.209 -1.198
H48 -7.518 -0.279 -1.771
H49 -8.404 -1.529 -2.671
H50 -8.874 -1.125 -0.992
H51 -7.604 -3.041 -1.133
C27 1.119 -5.944 -3.888
O5 0.911 -5.423 -5.194
H52 0.214 -5.788 -3.303
H53 1.332 -7.015 -3.944
H54 1.954 -5.426 -3.408
H55 1.725 -5.573 -5.693
C28 4.439 -1.717 -0.536
O6 5.361 -2.652 -0.027
H56 4.931 -0.750 -0.648
H57 4.073 -2.052 -1.513
H58 3.603 -1.620 0.165
H59 4.881 -3.484 0.059
C29 5.641 1.233 -3.090
O7 5.569 2.022 -1.906
H60 5.134 0.286 -2.909
H61 5.147 1.755 -3.914
H62 6.686 1.040 -3.343
H63 6.022 2.852 -2.086
C30 9.831 -2.756 1.646
O8 9.631 -1.932 2.793
H64 9.358 -3.721 1.822
H65 9.376 -2.284 0.770
H66 10.899 -2.903 1.476
H67 10.057 -1.088 2.613
C31 13.982 -4.253 0.720
O9 12.610 -4.147 0.352
H68 14.224 -3.437 1.398
H69 14.159 -5.206 1.225
H70 14.613 -4.183 -0.169
H71 12.418 -4.876 -0.246
C32 -6.411 0.194 -4.493
O10 -6.469 0.962 -3.291
H72 -6.946 -0.740 -4.334
H73 -6.881 0.745 -5.309
H74 -5.370 -0.025 -4.744
H75 -5.987 1.781 -3.459
C33 3.940 -3.910 -7.330
O11 4.108 -5.312 -7.148
H76 2.885 -3.666 -7.216
H77 4.520 -3.369 -6.577
H78 4.272 -3.625 -8.331
H79 5.047 -5.500 -7.253
C34 -7.688 2.398 -0.315
O12 -6.984 3.207 -1.256
H80 -8.014 3.028 0.512
H81 -8.563 1.950 -0.792
H82 -7.032 1.612 0.066
H83 -6.709 2.629 -1.976
C35 -8.679 6.391 0.001
O13 -8.819 5.406 -1.019
H84 -9.431 7.165 -0.151
H85 -8.827 5.930 0.978
H86 -7.683 6.838 -0.054
H87 -8.143 4.734 -0.861
C36 -7.664 5.964 3.851
O14 -7.800 4.973 2.837
H88 -8.418 6.732 3.690
H89 -7.813 5.512 4.835
H90 -6.671 6.417 3.798
H91 -7.126 4.305 2.997
C37 -6.539 9.790 0.175
O15 -6.011 8.763 1.005
H92 -7.625 9.769 0.237
H93 -6.175 10.762 0.516
H94 -6.233 9.619 -0.860
H95 -5.052 8.804 0.931
C38 -9.966 4.841 -4.734
O16 -9.020 5.897 -4.662
H96 -10.611 5.003 -5.596
H97 -9.445 3.886 -4.849
H98 -10.574 4.828 -3.826
H99 -8.466 5.726 -3.891

net charge	+1
orbital gap	7.066	eV
energy	-106229.7381	eV
HOMO	-10.865	eV
spin multiplicity	1
LUMO level	-3.7982	eV

Löwdin population analysis, charges in e, atoms 1 to 5:
1. C -0.066
2. C -0.231
3. O -0.157
4. C -0.257
5. C -0.143

***

# 4
Below is a cluster of 2 separate species, C3H4NO3 in total, with properties calculated with ωB97M-V/def2-TZVPD.

Geometry (Å):
C1 -3.341 0.196 -0.020
C2 0.853 0.711 0.457
C3 0.127 1.389 -0.680
N1 -2.347 0.284 -1.019
O1 -4.142 -0.682 -0.485
O2 -3.337 0.707 1.114
O3 0.985 0.320 -0.948
H1 1.787 1.056 0.839
H2 0.364 -0.118 0.957
H3 0.418 2.400 -1.173
H4 -1.864 -0.636 -1.178

net charge	-1
orbital gap (alpha / beta)	7.623 / 7.980	eV
ΔE to the lowest compared entry with this formula, charge and spin	6.720	eV
energy	-10804.4671	eV
HOMO (alpha / beta)	-3.919 / -4.253	eV
spin multiplicity	1
LUMO level (alpha / beta)	3.7038 / 3.7269	eV

natural (NBO) population analysis, charges in e, atoms 1 to 5:
1. C 0.797
2. C -0.182
3. C 0.150
4. N -0.627
5. O -0.707

***

# 5
Below is a structure of composition C41H39MnN2O11Si, with properties calculated with ωB97M-V/def2-TZVPD.

Geometry (Å):
Mn1 0.028 -0.242 -0.060
C1 -4.228 -2.657 4.189
C2 -2.778 -3.053 3.955
C3 -2.325 -4.151 4.898
O1 -2.610 -3.491 2.620
C4 -1.736 -2.610 1.909
C5 -1.533 -1.424 2.857
O2 -1.945 -1.931 4.126
C6 -0.089 -0.876 2.933
O3 0.188 -0.220 1.753
C7 0.908 -2.019 3.189
C8 1.801 -2.412 2.200
C9 2.692 -3.455 2.426
C10 2.696 -4.121 3.643
C11 1.818 -3.722 4.644
C12 0.939 -2.671 4.422
C13 0.088 0.180 4.037
C14 -0.949 0.724 4.785
C15 -0.693 1.720 5.727
C16 0.599 2.185 5.918
C17 1.635 1.668 5.145
C18 1.382 0.679 4.208
C19 -2.300 -2.249 0.521
O4 -1.416 -1.403 -0.110
C20 -3.704 -1.631 0.650
C21 -3.905 -0.293 0.348
C22 -5.168 0.282 0.440
C23 -6.255 -0.487 0.829
C24 -6.069 -1.835 1.114
C25 -4.807 -2.403 1.018
C26 -2.417 -3.500 -0.371
C27 -2.100 -4.788 0.039
C28 -2.219 -5.861 -0.845
C29 -2.649 -5.655 -2.145
C30 -2.948 -4.362 -2.568
C31 -2.830 -3.300 -1.689
H1 -4.887 -3.508 4.000
H2 -4.504 -1.843 3.517
H3 -4.347 -2.327 5.223
H4 -2.965 -5.027 4.774
H5 -2.384 -3.801 5.931
H6 -1.294 -4.422 4.667
H7 -0.783 -3.113 1.730
H8 -2.171 -0.589 2.548
H9 1.836 -1.862 1.271
H10 3.399 -3.727 1.652
H11 3.397 -4.929 3.822
H12 1.826 -4.223 5.607
H13 0.272 -2.347 5.212
H14 -1.964 0.373 4.651
H15 -1.512 2.132 6.307
H16 0.798 2.954 6.657
H17 2.645 2.040 5.265
H18 2.183 0.309 3.572
H19 -3.056 0.286 0.020
H20 -5.298 1.331 0.197
H21 -7.241 -0.044 0.900
H22 -6.914 -2.449 1.405
H23 -4.667 -3.457 1.230
H24 -1.770 -4.976 1.053
H25 -1.965 -6.860 -0.507
H26 -2.741 -6.490 -2.830
H27 -3.263 -4.181 -3.589
H28 -3.033 -2.289 -2.022
O5 0.427 0.601 -3.971
C32 0.789 0.302 -2.845
O6 -0.086 -0.053 -1.924
C33 2.237 0.287 -2.485
C34 3.157 0.338 -3.533
C35 4.500 0.288 -3.253
C36 4.979 0.188 -1.942
C37 4.075 0.145 -0.866
C38 2.665 0.205 -1.147
O7 1.799 0.216 -0.164
N1 4.610 0.021 0.416
O8 3.868 -0.033 1.456
O9 5.890 -0.050 0.502
N2 5.441 0.328 -4.358
O10 5.019 0.415 -5.499
O11 6.630 0.264 -4.112
H29 2.799 0.417 -4.547
H30 6.032 0.147 -1.735
C39 0.700 3.081 0.097
Si1 -0.780 1.956 0.109
C40 -1.873 2.496 -1.309
C41 -1.713 2.362 1.678
H31 0.367 4.113 0.252
H32 1.232 3.015 -0.858
H33 1.405 2.801 0.885
H34 -2.303 3.469 -1.046
H35 -2.684 1.795 -1.525
H36 -1.280 2.596 -2.223
H37 -2.064 3.396 1.585
H38 -1.052 2.282 2.546
H39 -2.577 1.713 1.855

net charge	-2
orbital gap (alpha / beta)	3.848 / 7.000	eV
ΔE to the lowest compared entry with this formula, charge and spin	0.330	eV
energy	-107849.7212	eV
HOMO (alpha / beta)	0.072 / -3.079	eV
spin multiplicity	5
LUMO level (alpha / beta)	3.9191 / 3.9212	eV

Löwdin population analysis, charges in e, atoms 1 to 5:
1. Mn 0.819
2. C 0.014
3. C -0.586
4. C 0.015
5. O -0.026

***

# 6
Below is a cluster of 4 separate species, C15H33BIN3O5 in total, with properties calculated with ωB97M-V/def2-TZVPD.

Geometry (Å):
O1 -0.292 -4.086 1.222
C1 -0.561 -3.044 0.707
O2 -0.230 -2.725 -0.570
C2 -1.074 -3.317 -1.598
C3 -2.002 -2.278 -2.229
B1 -2.670 -1.332 -1.146
C4 -3.797 -1.792 -0.145
C5 -5.047 -2.432 -0.786
C6 -4.898 -3.889 -1.198
I1 -4.500 -5.200 0.449
H1 -1.056 -2.224 1.251
H2 -1.629 -4.162 -1.176
H3 -0.394 -3.721 -2.352
H4 -2.733 -2.834 -2.830
H5 -1.424 -1.668 -2.933
H6 -2.259 -0.222 -1.048
H7 -3.386 -2.519 0.572
H8 -4.109 -0.931 0.456
H9 -5.336 -1.875 -1.690
H10 -5.893 -2.343 -0.096
H11 -4.074 -4.045 -1.893
H12 -5.809 -4.271 -1.659
C7 3.156 -5.471 1.111
N1 3.836 -5.292 -0.157
C8 3.898 -4.174 -0.929
C9 3.195 -2.941 -0.410
O3 4.492 -4.182 -1.994
H13 3.866 -5.752 1.893
H14 2.397 -6.250 1.036
H15 2.662 -4.552 1.407
H16 4.324 -6.080 -0.552
H17 3.318 -2.147 -1.141
H18 2.132 -3.137 -0.275
H19 3.624 -2.621 0.541
C10 0.129 2.754 2.517
N2 -0.647 2.103 1.478
C11 -1.540 2.669 0.624
C12 -1.793 4.150 0.776
O4 -2.102 1.995 -0.226
H20 1.197 2.630 2.328
H21 -0.099 2.321 3.493
H22 -0.079 3.816 2.541
H23 -0.526 1.113 1.336
H24 -2.516 4.447 0.022
H25 -2.193 4.376 1.765
H26 -0.872 4.721 0.647
C13 3.396 7.688 -0.449
N3 2.467 7.214 0.559
C14 2.083 5.939 0.815
C15 2.677 4.845 -0.042
O5 1.283 5.696 1.706
H27 4.236 8.205 0.015
H28 2.901 8.377 -1.134
H29 3.783 6.854 -1.024
H30 2.035 7.894 1.164
H31 2.265 3.895 0.285
H32 2.427 4.994 -1.094
H33 3.762 4.816 0.057

net charge	0
orbital gap	9.746	eV
energy	-39575.1856	eV
SMILES	O=COCCBCCCI.CNC(C)=O.CNC(C)=O.CNC(C)=O
HOMO	-9.238	eV
spin multiplicity	1
LUMO level	0.5077	eV

natural (NBO) population analysis, charges in e, atoms 1 to 5:
1. O -0.535
2. C 0.662
3. O -0.569
4. C -0.051
5. C -0.809

***

Result set for largest force on an atom: 0.53; 2.38; 2.84; 2.73; 1.14; 0.57 eV/A, one per record in the order listed.